Entry from OMol25: 10 unconnected molecules or ions with the total composition C47H61F27N3O18 in a non-equilibrium geometry (ωB97M-V/def2-TZVPD).

Each line ends with the Löwdin charge.
Atoms and positions in Å:
C1 8.167 -4.257 3.178  -0.116
C2 7.340 -2.875 2.795  -0.167
C3 7.817 -1.940 1.521  -0.012
C4 6.964 -0.564 1.211  -0.051
C5 5.673 -0.124 2.121  -0.037
C6 5.232 -1.121 3.389  -0.150
C7 3.872 -0.605 4.215  -0.112
N1 2.890 -0.182 3.102  0.022
C8 2.151 -1.191 2.533  -0.136
N2 0.659 -1.502 2.771  -0.002
C9 0.759 -3.008 3.089  -0.128
C10 1.507 -3.462 1.677  -0.127
N3 2.529 -2.311 1.576  0.107
C11 6.053 -2.499 3.745  -0.002
H1 7.572 -4.978 3.889  0.078
H2 8.455 -4.881 2.213  0.092
H3 9.151 -3.928 3.761  0.097
H4 8.761 -2.209 0.855  0.109
H5 7.310 0.101 0.295  0.090
H6 5.062 0.872 1.894  0.080
H7 3.460 -1.509 4.855  0.132
H8 4.149 0.279 4.934  0.148
H9 2.857 0.814 2.787  0.167
H10 0.170 -1.380 1.834  0.106
H11 1.678 -3.003 3.837  0.126
H12 -0.228 -3.558 3.407  0.153
H13 1.920 -4.552 1.779  0.144
H14 0.677 -3.319 0.832  0.147
H15 3.499 -2.708 1.713  0.140
H16 5.723 -3.178 4.646  0.099
C12 8.117 -2.678 9.002  -0.066
C13 9.390 -3.478 9.216  -0.206
O1 9.165 -4.870 8.948  0.015
C14 9.181 -5.241 7.628  -0.321
O2 9.371 -4.459 6.700  0.127
C15 8.979 -6.749 7.490  -0.471
F1 7.959 -7.217 8.268  0.142
F2 10.088 -7.452 7.856  0.150
F3 8.688 -7.134 6.215  0.135
H17 7.298 -3.092 9.599  0.084
H18 8.266 -1.631 9.280  0.085
H19 7.798 -2.715 7.956  0.069
H20 9.695 -3.401 10.265  0.130
H21 10.217 -3.092 8.610  0.128
C16 4.204 1.817 -0.963  -0.076
C17 3.904 2.761 -2.113  -0.200
O3 4.051 4.128 -1.700  0.016
C18 5.333 4.614 -1.664  -0.307
O4 6.324 3.950 -1.961  0.130
C19 5.340 6.086 -1.257  -0.469
F4 4.537 6.339 -0.183  0.141
F5 4.900 6.898 -2.260  0.150
F6 6.579 6.539 -0.917  0.145
H22 3.583 2.060 -0.094  0.071
H23 4.017 0.779 -1.254  0.085
H24 5.246 1.903 -0.642  0.064
H25 2.862 2.634 -2.426  0.129
H26 4.531 2.547 -2.986  0.131
C20 8.717 2.709 -3.475  -0.070
C21 9.990 1.910 -3.261  -0.206
O5 9.765 0.517 -3.528  0.004
C22 9.781 0.146 -4.849  -0.321
O6 9.971 0.928 -5.777  0.151
C23 9.579 -1.362 -4.986  -0.468
F7 8.559 -1.830 -4.209  0.135
F8 10.688 -2.064 -4.621  0.131
F9 9.288 -1.747 -6.261  0.139
H27 7.898 2.296 -2.877  0.062
H28 8.866 3.757 -3.196  0.086
H29 8.398 2.672 -4.521  0.082
H30 10.295 1.986 -2.212  0.126
H31 10.817 2.295 -3.867  0.129
C24 -5.806 -0.230 -0.162  -0.051
C25 -4.639 -0.396 0.795  -0.192
O7 -3.427 -0.666 0.074  0.009
C26 -2.795 0.422 -0.473  -0.327
O8 -3.210 1.574 -0.376  0.151
C27 -1.501 0.000 -1.166  -0.469
F10 -1.660 -1.102 -1.954  0.144
F11 -0.518 -0.310 -0.273  0.114
F12 -0.988 0.970 -1.974  0.145
H32 -5.895 -1.104 -0.816  0.099
H33 -6.743 -0.102 0.389  0.046
H34 -5.666 0.640 -0.810  0.085
H35 -4.821 -1.259 1.445  0.113
H36 -4.521 0.478 1.445  0.133
C28 -13.167 0.057 -1.134  -0.049
C29 -12.099 1.116 -1.335  -0.226
O9 -11.034 0.948 -0.388  0.024
C30 -10.104 -0.015 -0.689  -0.313
O10 -10.146 -0.713 -1.699  0.151
C31 -9.006 -0.054 0.372  -0.457
F13 -9.501 -0.028 1.643  0.150
F14 -8.158 1.009 0.274  0.119
F15 -8.228 -1.171 0.293  0.110
H37 -13.524 0.061 -0.099  0.084
H38 -14.016 0.231 -1.803  0.088
H39 -12.773 -0.945 -1.330  0.077
H40 -12.530 2.107 -1.155  0.125
H41 -11.714 1.114 -2.360  0.093
C32 -6.561 2.473 -4.503  -0.064
C33 -7.507 3.433 -5.201  -0.206
O11 -8.871 3.132 -4.870  0.015
C34 -9.318 3.604 -3.663  -0.317
O12 -8.624 4.250 -2.881  0.140
C35 -10.792 3.256 -3.461  -0.451
F16 -11.075 1.960 -3.778  0.122
F17 -11.612 4.024 -4.235  0.157
F18 -11.210 3.430 -2.175  0.124
H42 -6.827 1.436 -4.732  0.085
H43 -5.528 2.652 -4.814  0.084
H44 -6.617 2.582 -3.415  0.072
H45 -7.409 3.316 -6.285  0.129
H46 -7.270 4.477 -4.967  0.128
C36 -8.907 -0.165 7.221  -0.063
C37 -8.592 -1.646 7.106  -0.208
O13 -7.997 -1.940 5.833  0.012
C38 -6.658 -1.669 5.714  -0.323
O14 -5.972 -1.200 6.620  0.143
C39 -6.147 -2.073 4.333  -0.468
F19 -6.968 -1.658 3.325  0.137
F20 -6.037 -3.426 4.201  0.146
F21 -4.915 -1.562 4.049  0.130
H47 -9.531 0.162 6.383  0.085
H48 -9.430 0.048 8.158  0.086
H49 -7.994 0.437 7.191  0.077
H50 -9.522 -2.221 7.163  0.128
H51 -7.950 -1.988 7.925  0.127
C40 10.593 -4.445 -6.204  -0.077
C41 10.908 -5.925 -6.319  -0.203
O15 11.503 -6.220 -7.592  0.012
C42 12.842 -5.948 -7.711  -0.321
O16 13.528 -5.480 -6.805  0.143
C43 13.353 -6.353 -9.092  -0.471
F22 12.532 -5.938 -10.100  0.140
F23 13.463 -7.705 -9.224  0.144
F24 14.585 -5.842 -9.376  0.142
H52 9.969 -4.118 -7.042  0.086
H53 10.070 -4.232 -5.267  0.074
H54 11.506 -3.843 -6.234  0.079
H55 9.978 -6.501 -6.262  0.126
H56 11.550 -6.268 -5.500  0.127
C44 -11.396 7.357 -2.647  -0.059
C45 -12.270 7.293 -1.408  -0.207
O17 -13.282 8.310 -1.448  0.011
C46 -14.387 8.034 -2.214  -0.321
O18 -14.538 6.990 -2.844  0.142
C47 -15.400 9.174 -2.128  -0.471
F25 -14.823 10.402 -2.269  0.141
F26 -16.050 9.195 -0.930  0.144
F27 -16.368 9.099 -3.085  0.142
H57 -10.975 8.360 -2.770  0.086
H58 -10.578 6.634 -2.581  0.071
H59 -11.975 7.142 -3.551  0.078
H60 -11.659 7.489 -0.521  0.128
H61 -12.718 6.302 -1.278  0.123

* net charge: +1
* gap between HOMO and LUMO: 0.22057 Ha
* highest occupied orbital energy: -11.183 eV
* multiplicity: 1
* molar mass: 1469.0 g mol⁻¹
* energy: -6041.8760 hartree
* LUMO energy: -5.181 eV